1.
C5H9Cl2F3N2O2 | ωB97M-V/def2-TZVPD

XYZ file:
```
23
Properties=species:S:1:pos:R:3:forces:R:3
C 1.678686 1.497560 0.380002 -0.03 -0.03 -0.15
C 0.398757 1.147051 -0.339478 0.24 0.03 -0.09
C 0.389934 0.356486 -1.427970 0.09 0.41 0.54
N -0.646815 -0.154313 -2.129173 -0.29 -0.28 -0.29
Cl 1.920100 -0.226350 -2.009612 0.08 0.00 -0.15
C -0.801680 1.825194 0.223321 -0.03 0.10 0.04
F -0.682098 3.171473 0.146409 0.15 0.16 -0.06
F -1.964279 1.532589 -0.373201 -0.20 -0.27 -0.26
F -0.970438 1.565163 1.536593 0.09 -0.08 0.13
H 2.201580 0.595049 0.694770 0.05 0.06 0.05
H 1.461811 2.097116 1.259074 0.03 0.03 0.07
H 2.345322 2.066706 -0.267738 0.06 0.05 0.05
H -1.595466 0.082584 -1.884267 0.10 0.03 0.00
H -0.477024 -0.468380 -3.068650 -0.01 0.05 0.04
N 0.872327 -1.436769 2.026950 0.29 -0.12 0.10
C 0.010610 -1.683262 1.030104 -0.35 -0.06 -0.24
O -1.131287 -1.269535 1.005134 -0.33 0.10 0.22
O 0.539821 -2.434091 0.056855 0.36 -0.23 -0.04
H 0.551182 -0.913966 2.822635 -0.02 -0.03 -0.09
H 1.776774 -1.872852 2.032529 -0.02 0.05 0.02
H -0.104238 -2.546868 -0.659536 -0.06 0.20 0.20
Cl -3.331669 -1.540932 -0.997645 -0.44 -0.11 -0.22
H -2.441914 -1.389646 -0.057116 0.22 -0.03 0.14
```
Forces are in eV/Å.

## Properties
Energy above the lowest of the compared OMol25 structures with the same formula, charge and spin   0.00 kJ/mol
Energy   -45605.413 eV
Orbital gap   9.199 eV


2.
C5H9Cl2NS | ωB97M-V/def2-TZVPD

XYZ file:
```
18
Properties=species:S:1:pos:R:3:forces:R:3
C 1.785823 -1.342245 -0.953604 2.77 -1.90 -1.19
N 0.650036 -1.137039 -1.362905 -3.66 1.34 -0.32
C 0.112791 0.206837 -1.643283 0.85 -0.26 -0.65
C -0.902315 0.673567 -0.668373 0.00 0.52 2.22
Cl -1.410136 2.368953 -1.047183 0.46 -1.06 0.25
C -1.214026 0.116353 0.514872 -1.92 -0.24 0.51
C -2.063119 0.774194 1.649909 -1.59 -1.37 -2.84
H 2.601032 -0.609964 -0.970328 -0.20 0.22 0.60
H 2.065510 -2.429076 -0.990704 0.06 0.96 0.84
H 0.991549 0.935515 -1.570606 -1.27 -0.53 -0.77
H -0.459245 0.139976 -2.612943 1.29 0.33 0.46
H -1.262997 -0.991655 0.676208 1.34 1.02 -0.58
H -2.800053 -0.029345 1.975225 0.63 1.03 -0.47
H -1.458446 0.907503 2.531424 0.17 1.06 0.11
H -2.658302 1.588505 1.084238 1.11 -0.69 2.00
S -1.136012 -2.726444 -1.523679 0.13 -0.18 -1.44
Cl -2.591920 -4.022559 -2.244497 -0.60 -0.50 0.27
H -0.945945 -2.452659 -2.848792 0.43 0.26 1.02
```
Forces are in eV/Å.

## Properties
Energy above the lowest of the compared OMol25 structures with the same formula, charge and spin   156.98 kJ/mol
Energy   -42698.490 eV
Orbital gap   9.340 eV


3.
C5H9ClFN | ωB97M-V/def2-TZVPD

XYZ file:
```
17
Properties=species:S:1:pos:R:3:forces:R:3
C -1.859053 1.670629 -0.009603 -2.08 -0.91 1.20
C -1.504563 0.386906 0.087775 -0.84 -0.19 -1.79
F -2.406674 -0.662974 -0.002681 -0.70 1.30 0.84
C -0.193669 -0.322832 0.019969 -0.11 3.16 -1.31
C 0.031371 -0.816783 1.390719 -1.24 -2.87 0.89
N -0.161941 -1.196736 -1.156178 -1.52 0.10 -2.54
C 0.906669 0.724130 -0.275501 -2.77 2.81 -1.30
Cl 2.476162 0.165356 0.004866 2.03 -0.40 0.18
H -2.974591 1.949331 0.201423 2.37 -0.33 -0.84
H -1.050959 2.385772 -0.092155 -0.50 0.23 0.15
H -0.250311 -0.147228 2.242553 0.69 -0.32 -1.07
H 1.019068 -1.173794 1.308455 1.45 -0.23 1.19
H -0.538099 -1.763860 1.518485 -0.01 0.61 0.14
H -1.088279 -1.693195 -1.347124 1.71 0.68 1.00
H -0.163892 -0.509812 -2.025385 0.25 -1.85 2.28
H 0.669979 1.686623 0.381597 0.89 -1.98 -1.51
H 0.791448 0.946720 -1.433339 0.40 0.20 2.50
```
Forces are in eV/Å.

## Properties
Energy above the lowest of the compared OMol25 structures with the same formula, charge and spin   198.52 kJ/mol
Energy   -22058.877 eV
Orbital gap   10.546 eV


4.
C5H9ClFN4O | ωB97M-V/def2-TZVPD

XYZ file:
```
21
Properties=species:S:1:pos:R:3:forces:R:3
C -1.094004 -2.448061 1.163437 -0.51 -0.13 0.49
O -0.073103 -2.139583 0.219107 0.41 0.17 -0.41
C -0.042000 -1.020413 -0.462915 0.11 -0.43 0.01
N 0.744927 -0.848891 -1.458362 0.33 -0.13 -0.09
Cl 1.793853 -2.103159 -1.966318 -0.47 0.31 0.37
C -0.978182 0.151805 -0.161403 0.12 0.22 0.32
F -2.017929 0.102536 -1.061474 -0.22 -0.07 -0.31
C -0.329458 1.551716 -0.319486 -0.49 -0.23 -0.09
N 0.240913 1.631921 -1.719795 -0.06 0.09 -0.13
N 0.645006 1.884624 0.609360 0.05 0.55 -0.38
C 1.445519 1.442421 1.405860 -0.18 -0.07 0.27
N 2.088854 1.151759 2.358925 0.04 -0.24 0.36
H -1.054098 -1.786734 2.032475 0.07 -0.05 -0.10
H -0.881822 -3.466782 1.481676 -0.04 0.13 -0.03
H -2.081747 -2.412947 0.700350 0.09 0.02 -0.02
H -1.419393 0.073706 0.839540 0.31 0.06 -0.13
H -1.136498 2.298077 -0.248286 0.14 -0.34 -0.15
H 0.935569 2.380312 -1.779803 -0.16 -0.10 0.04
H -0.499468 1.786511 -2.409414 0.14 0.02 0.09
H 0.674369 0.629272 -1.880415 -0.02 0.31 -0.03
H 3.038691 1.141910 2.656940 0.35 -0.11 -0.07
```
Forces are in eV/Å.

## Properties
Energy above the lowest of the compared OMol25 structures with the same formula, charge and spin   0.00 kJ/mol
Charge   +1
Energy   -28569.953 eV
Orbital gap   10.858 eV


5.
C5H9ClN2 | ωB97M-V/def2-TZVPD

XYZ file:
```
17
Properties=species:S:1:pos:R:3:forces:R:3
N -0.629464 -2.127238 -0.432680 0.38 0.41 -0.17
C 0.197454 -0.957933 -0.173212 -0.59 0.00 -0.13
C 0.102466 0.102566 -1.284520 0.08 0.11 0.14
C 0.583903 1.397525 -0.634397 -0.13 -0.42 -0.01
N -0.383429 2.148037 0.148003 0.43 0.48 0.06
C 0.498506 1.229228 0.845557 0.40 0.29 0.92
C -0.060938 -0.159198 1.123615 -0.06 -0.12 -0.08
Cl 0.704527 -0.958612 2.538161 -0.04 0.09 -0.10
H -0.486336 -2.830990 0.264622 0.29 -0.42 0.38
H -1.601063 -1.893052 -0.375016 -0.62 0.24 -0.13
H 1.215823 -1.302173 -0.116575 0.55 -0.09 0.01
H -0.929590 0.180199 -1.639584 -0.04 0.12 0.04
H 0.701557 -0.157155 -2.152902 0.09 -0.14 0.00
H 1.359987 1.971384 -1.112139 0.08 0.15 -0.07
H -1.318953 1.802877 0.042433 -0.47 -0.31 -0.06
H 1.177684 1.684284 1.601618 -0.52 -0.43 -0.78
H -1.132136 -0.129750 1.357016 0.16 0.05 -0.02
```
Forces are in eV/Å.

## Properties
Energy above the lowest of the compared OMol25 structures with the same formula, charge and spin   99.98 kJ/mol
Energy   -20832.819 eV
Orbital gap   10.487 eV


6.
C5H9ClN2O | ωB97M-V/def2-TZVPD

XYZ file:
```
18
Properties=species:S:1:pos:R:3:forces:R:3
C -1.874354 -0.560848 -0.006190 -1.55 -0.02 -1.02
C -0.622467 -1.395246 -0.091740 -0.95 -0.48 -2.58
C -0.945332 0.793237 1.809463 -0.93 0.94 2.16
C 1.403542 -0.060855 -0.424956 0.62 0.56 -0.43
C 2.203914 1.003499 -1.168435 0.14 -1.07 0.24
N -1.970861 0.426003 0.965583 0.09 -0.40 -0.16
N 0.282567 -0.639064 -0.953845 1.10 -0.61 1.33
O -2.705567 -0.753787 -0.906927 0.50 0.77 1.60
Cl 2.296970 -0.882768 0.887839 -0.33 0.06 -0.70
H -0.176658 -1.775903 0.785454 0.67 0.23 1.10
H -0.950736 -2.286537 -0.680656 0.17 0.60 0.56
H 0.112888 0.760071 1.513990 -0.77 -0.09 0.32
H -1.400054 1.250972 2.780723 1.66 -0.70 -1.86
H 1.493804 1.414992 -1.977355 1.59 -0.24 1.19
H 3.284106 0.669243 -1.522810 -2.38 0.50 0.27
H 2.382384 1.661875 -0.301099 0.14 0.72 -0.98
H -2.855576 0.883962 1.210078 0.29 -0.70 -0.92
H 0.041425 -0.508840 -1.919121 -0.05 -0.08 -0.12
```
Forces are in eV/Å.

## Properties
Energy above the lowest of the compared OMol25 structures with the same formula, charge and spin   240.88 kJ/mol
Energy   -22877.426 eV
Orbital gap (alpha / beta)   8.080 / 6.767 eV


7.
C5H9ClN3O3 | ωB97M-V/def2-TZVPD

XYZ file:
```
21
Properties=species:S:1:pos:R:3:forces:R:3
H -2.493312 -2.567838 1.011973 0.48 1.17 -0.94
N -2.007959 -1.738960 0.572326 -0.07 -1.87 1.40
C -2.756059 -0.788603 0.253881 0.17 0.29 -0.58
Cl -4.470518 -0.876861 0.275512 0.04 0.25 0.05
C -1.977627 0.421495 -0.149054 3.53 -0.91 1.67
C -0.432124 0.304201 0.322026 -3.89 -0.50 -3.61
N 0.320334 -0.364466 -0.491014 3.81 -0.92 0.15
C 0.054616 -0.961194 -1.860719 0.08 -0.54 2.72
O -0.174339 0.850533 1.424090 1.16 0.36 1.20
C 1.030222 0.516097 2.161148 -0.17 -1.77 2.27
N -2.482297 1.566973 -0.422142 -3.50 2.36 -0.18
O -3.696594 1.693932 -0.622933 0.94 0.54 -0.28
O -1.749408 2.752052 -0.401805 0.27 -0.11 -0.12
H 1.344725 -0.605766 -0.172787 -2.65 0.88 -0.65
H 0.784056 -0.663657 -2.546018 0.52 1.48 -1.20
H 0.245376 -1.996396 -1.805988 0.51 -1.49 0.77
H -0.966844 -1.010426 -2.082171 -1.42 1.11 -0.70
H 1.917777 1.074794 2.020309 0.52 1.19 -1.32
H 1.326981 -0.578738 1.958186 -0.88 1.52 0.83
H 0.788586 0.800546 3.248442 0.04 -1.19 -1.63
H -2.386185 3.524937 -0.563409 0.48 -1.85 0.15
```
Forces are in eV/Å.

## Properties
Energy above the lowest of the compared OMol25 structures with the same formula, charge and spin   0.00 kJ/mol
Charge   +1
Energy   -28453.947 eV
Orbital gap   9.448 eV